1.
{"formula": "C11H26LiNO5", "method": "the ωB97M-V functional and the def2-TZVPD basis", "e_above_lowest_kcal_mol": 1.8, "energy_ha": -873.2684, "lumo_energy_ev": 0.45, "mol_weight_g_mol": 259.27, "gap_ev": 8.37, "symbols": ["Li", "C", "C", "O", "O", "H", "H", "H", "C", "C", "C", "O", "H", "H", "H", "H", "H", "H", "H", "H", "C", "O", "C", "C", "N", "C", "C", "O", "C", "H", "H", "H", "H", "H", "H", "H", "H", "H", "H", "H", "H", "H", "H", "H"], "coordinates": [[0.778, -0.338, 0.216], [2.937, -1.304, 3.369], [2.284, -0.928, 2.071], [2.222, -1.731, 1.105], [1.849, 0.259, 1.937], [2.202, -1.059, 4.139], [3.831, -0.705, 3.528], [3.197, -2.359, 3.385], [-0.871, 3.887, -0.098], [-1.403, 2.472, 0.108], [-2.047, 1.867, -1.127], [-0.363, 1.588, 0.509], [-1.625, 4.475, -0.623], [0.019, 3.838, -0.735], [-0.521, 4.408, 0.793], [-2.195, 2.523, 0.869], [-2.299, 0.835, -0.914], [-1.349, 1.918, -1.968], [-2.951, 2.381, -1.455], [0.142, 1.978, 1.236], [2.265, 1.299, -2.109], [1.547, 0.099, -1.781], [0.846, -0.461, -2.872], [0.250, -1.780, -2.345], [-0.460, -1.529, -1.094], [-0.868, -2.718, -0.365], [-1.652, -2.285, 0.836], [-0.881, -1.382, 1.573], [-1.622, -0.667, 2.515], [2.846, 1.160, -3.021], [2.926, 1.475, -1.262], [1.515, 2.096, -2.172], [1.489, -0.738, -3.717], [0.151, 0.302, -3.245], [1.083, -2.465, -2.212], [-0.436, -2.180, -3.101], [-1.278, -0.970, -1.292], [-0.024, -3.336, -0.035], [-1.360, -3.462, -1.013], [-1.921, -3.136, 1.475], [-2.638, -1.890, 0.543], [-2.266, 0.067, 2.017], [-1.025, -0.185, 3.282], [-2.323, -1.321, 3.054]], "mulliken_charge": [0.7782, -1.1406, 0.9510, -0.7081, -0.7856, 0.2486, 0.3151, 0.3009, -1.4237, 0.5817, -0.9992, -0.1869, 0.3977, 0.2493, 0.3943, 0.1734, 0.0908, 0.1367, 0.4544, 0.1767, -0.8862, -0.1744, -0.5950, -0.7974, 0.0606, -0.8210, -0.6921, 0.1156, -0.9173, 0.3576, 0.2565, 0.2410, 0.3829, 0.3498, 0.3746, 0.3801, -0.1342, 0.3719, 0.4153, 0.4020, 0.4297, 0.2444, 0.2434, 0.3873]}

***

2.
{"formula": "C2H10N4", "method": "the ωB97M-V functional and the def2-TZVPD basis", "e_above_lowest_kcal_mol": 71.6, "smiles": "CN(C)NNN", "energy_ha": -301.1140, "lumo_energy_ev": 1.01, "mol_weight_g_mol": 90.13, "gap_ev": 9.76, "symbols": ["C", "C", "N", "N", "N", "N", "H", "H", "H", "H", "H", "H", "H", "H", "H", "H"], "coordinates": [[0.724, -0.002, 1.341], [0.666, -1.736, -0.403], [0.047, -0.523, 0.083], [0.038, 0.430, -0.970], [-0.624, 1.625, -0.643], [-2.014, 1.466, -0.491], [0.985, 0.685, -1.265], [-0.275, 1.963, 0.280], [-2.230, 0.629, 0.057], [-2.417, 1.346, -1.416], [1.733, -1.594, -0.636], [0.565, -2.508, 0.356], [0.673, -0.809, 2.070], [0.201, 0.840, 1.795], [1.781, 0.240, 1.151], [0.146, -2.052, -1.307]], "mulliken_charge": [-1.0064, -0.8301, 0.0012, -0.3116, -0.3418, -0.5152, 0.2702, 0.2833, 0.2706, 0.2580, 0.3312, 0.2892, 0.3407, 0.3443, 0.3162, 0.3001]}

***

3.
{"formula": "C53H57N8O4ReS4Te", "method": "the ωB97M-V functional and the def2-TZVPD basis", "e_above_lowest_kcal_mol": 0.0, "energy_ha": -4731.4420, "charge": 2, "lumo_energy_ev": -5.70, "mol_weight_g_mol": 1312.17, "gap_ev": 5.33, "symbols": ["Re", "C", "C", "N", "N", "C", "N", "S", "C", "C", "C", "C", "C", "N", "H", "H", "H", "H", "H", "H", "H", "H", "H", "H", "S", "C", "N", "C", "C", "N", "C", "C", "C", "C", "C", "C", "C", "C", "S", "C", "C", "C", "C", "C", "C", "C", "H", "H", "H", "H", "H", "H", "H", "H", "H", "H", "H", "H", "H", "H", "H", "H", "H", "H", "C", "C", "O", "N", "Te", "C", "C", "C", "C", "C", "C", "C", "C", "C", "C", "C", "C", "C", "C", "C", "C", "C", "C", "H", "H", "H", "H", "H", "H", "H", "H", "H", "H", "H", "H", "H", "H", "H", "H", "H", "H", "H", "H", "H", "H", "H", "H", "H", "O", "C", "N", "S", "O", "O", "C", "C", "C", "C", "C", "C", "H", "H", "H", "H"], "coordinates": [[1.065, 0.467, 0.373], [5.123, -0.234, 2.092], [3.795, 0.309, 1.686], [2.920, -0.359, 0.989], [3.121, -1.703, 0.758], [2.028, -2.495, 0.891], [2.203, -3.814, 0.758], [0.526, -1.815, 1.236], [3.226, 1.550, 2.153], [3.923, 2.516, 2.879], [3.235, 3.577, 3.421], [1.854, 3.626, 3.258], [1.217, 2.661, 2.516], [1.883, 1.642, 1.928], [5.012, -1.198, 2.597], [5.630, 0.427, 2.788], [5.776, -0.370, 1.226], [4.061, -2.072, 0.762], [3.079, -4.215, 0.467], [1.382, -4.392, 0.685], [4.990, 2.423, 3.014], [3.756, 4.340, 3.981], [1.263, 4.414, 3.701], [0.150, 2.664, 2.380], [2.031, 2.242, -0.931], [2.773, 1.506, -2.232], [3.709, 2.097, -2.968], [4.465, 1.340, -3.965], [3.538, 0.439, -4.726], [2.760, -0.375, -3.789], [2.412, -1.725, -4.278], [3.659, -2.562, -4.373], [4.435, -2.765, -3.233], [5.590, -3.524, -3.300], [5.977, -4.093, -4.509], [5.208, -3.897, -5.644], [4.053, -3.127, -5.577], [2.319, 0.120, -2.656], [1.237, -0.746, -1.691], [4.251, 3.430, -2.645], [5.610, 3.311, -2.004], [6.761, 3.575, -2.734], [8.014, 3.431, -2.153], [8.121, 3.017, -0.835], [6.972, 2.758, -0.096], [5.722, 2.904, -0.675], [5.259, 0.769, -3.474], [4.937, 2.051, -4.641], [4.107, -0.240, -5.359], [2.844, 1.006, -5.352], [1.927, -1.614, -5.249], [1.686, -2.165, -3.596], [4.123, -2.316, -2.294], [6.195, -3.679, -2.416], [6.877, -4.690, -4.562], [5.507, -4.337, -6.585], [3.453, -2.976, -6.466], [3.543, 3.939, -1.997], [4.309, 3.981, -3.585], [6.682, 3.914, -3.761], [8.903, 3.649, -2.727], [9.095, 2.914, -0.377], [7.058, 2.460, 0.941], [4.826, 2.728, -0.091], [-2.056, 3.004, -0.826], [-0.833, 2.645, -0.003], [-0.061, 3.537, 0.322], [-0.666, 1.324, 0.356], [-3.213, 0.403, 0.668], [-5.127, -0.470, 0.895], [-5.618, -1.033, 2.078], [-4.870, -1.071, 3.384], [-6.886, -1.606, 2.051], [-7.661, -1.645, 0.899], [-9.035, -2.249, 0.908], [-7.133, -1.100, -0.266], [-5.875, -0.515, -0.292], [-5.380, 0.050, -1.604], [-3.238, 1.467, 2.475], [-4.254, 2.420, 2.536], [-5.242, 2.717, 1.436], [-4.368, 3.172, 3.702], [-3.512, 2.998, 4.778], [-3.661, 3.811, 6.030], [-2.505, 2.042, 4.667], [-2.344, 1.263, 3.531], [-1.285, 0.203, 3.524], [-1.926, 4.018, -1.196], [-2.958, 3.006, -0.205], [-2.213, 2.319, -1.661], [-3.802, -1.237, 3.251], [-5.254, -1.881, 4.003], [-4.996, -0.141, 3.943], [-7.275, -2.045, 2.962], [-9.195, -2.862, 1.793], [-9.198, -2.865, 0.024], [-9.796, -1.466, 0.903], [-7.714, -1.137, -1.180], [-6.106, -0.144, -2.390], [-4.436, -0.396, -1.932], [-5.238, 1.134, -1.564], [-5.047, 2.234, 0.475], [-5.265, 3.790, 1.243], [-6.244, 2.401, 1.732], [-5.151, 3.919, 3.758], [-4.443, 4.560, 5.929], [-2.730, 4.322, 6.276], [-3.913, 3.170, 6.876], [-1.826, 1.887, 5.498], [-0.445, 0.495, 4.154], [-0.894, 0.022, 2.526], [-1.674, -0.742, 3.910], [-2.508, -1.424, 1.143], [-2.362, -2.181, 0.049], [-1.777, -1.747, -1.002], [-1.704, -2.964, -2.148], [-0.360, -3.468, -2.156], [-2.301, -2.509, -3.361], [-2.769, -4.069, -1.263], [-3.357, -5.249, -1.658], [-4.194, -5.876, -0.736], [-4.430, -5.327, 0.520], [-3.839, -4.125, 0.897], [-3.002, -3.513, -0.014], [-3.188, -5.667, -2.641], [-4.681, -6.802, -1.010], [-5.094, -5.835, 1.205], [-4.033, -3.677, 1.862]], "mulliken_charge": [-0.0661, -2.0740, 1.1781, 0.5140, -0.2910, 0.3835, -0.3666, -0.4448, 0.5396, -0.9606, -0.9119, -1.3995, 0.1107, 0.2716, 0.4625, 0.4656, 0.3911, 0.3795, 0.2084, 0.2310, 0.3268, 0.4990, 0.5359, 0.4882, -0.2837, 0.0337, 0.0963, -0.5609, -0.8151, 0.2996, -0.6965, 0.2464, 0.0130, -0.7764, -0.4348, -0.6830, -0.2454, 0.2571, -0.2062, -1.6624, 0.4086, -0.3654, -0.7085, -0.6316, -0.4917, 0.3304, 0.2799, 0.5034, 0.4506, 0.2988, 0.4541, 0.0333, 0.4389, 0.4177, 0.4097, 0.4166, 0.4292, 0.6261, 0.4952, 0.4060, 0.4055, 0.4118, 0.4130, 0.3716, -1.5964, 0.4670, -0.4660, 1.4111, 1.0073, 1.5771, 0.3585, -1.4563, -1.0085, 0.3729, -1.6862, -0.9445, 0.4296, -1.6066, 1.6423, 0.4783, -1.6091, -0.9038, 0.6141, -1.6092, -1.0921, 0.8376, -1.2635, 0.5449, 0.2225, 0.2318, -0.1614, 0.5856, 0.3840, 0.4570, 0.3885, 0.4020, 0.3234, 0.4833, 0.5039, 0.1867, 0.2505, -0.3171, 0.5984, 0.4333, 0.4506, 0.3889, 0.3670, 0.3321, 0.5534, 0.6208, -0.6370, 0.5427, -0.8962, 0.4868, -0.1157, 1.1519, -0.5987, -0.7330, 0.2462, -0.8769, -0.6440, -0.8306, -0.3693, 0.2223, 0.5424, 0.4423, 0.4742, 0.5534]}

***

4.
{"formula": "C6H10O", "method": "the ωB97M-V functional and the def2-TZVPD basis", "e_above_lowest_kcal_mol": 46.3, "energy_ha": -309.7686, "lumo_energy_ev": 0.16, "mol_weight_g_mol": 98.14, "gap_ev": 9.56, "symbols": ["O", "C", "C", "C", "C", "C", "C", "H", "H", "H", "H", "H", "H", "H", "H", "H", "H"], "coordinates": [[-1.535, 0.249, 1.896], [-0.804, 0.117, 0.917], [0.661, 0.059, 1.177], [1.429, -0.745, 0.142], [1.083, -0.276, -1.272], [-0.408, -0.269, -1.475], [-1.279, -0.033, -0.481], [-2.314, 1.349, 1.182], [-2.147, 1.905, 0.531], [0.738, -0.337, 2.192], [1.013, 1.101, 1.215], [1.159, -1.804, 0.237], [2.501, -0.658, 0.333], [1.470, 0.742, -1.436], [1.569, -0.912, -2.019], [-0.786, -0.461, -2.480], [-2.350, -0.027, -0.658]], "mulliken_charge": [-0.5795, 0.3088, -0.5701, -0.6506, -0.6736, -0.3882, -0.0629, -0.1323, 0.1322, 0.3003, 0.2484, 0.2957, 0.2979, 0.2988, 0.3628, 0.3814, 0.4310]}